No. 1
C5H9N | the ωB97M-V functional and the def2-TZVPD basis

Last column: Löwdin charge in e.
Atoms and positions in Å:
C (-1.33083, 0.12371, -0.05542)  -0.243
C (-0.46589, -1.03956, -0.03148)  -0.248
C (0.86834, -0.67365, -0.60187)  -0.249
C (1.70711, -0.00338, 0.34258)  -0.189
N (0.97673, 0.73161, -0.48252)  -0.114
C (-0.29260, 1.33270, -0.16219)  -0.161
H (-2.33020, 0.01096, -0.83556)  0.163
H (-1.72778, 0.21971, 1.05760)  0.114
H (-1.05399, -2.07061, -0.36556)  0.157
H (-0.62055, -1.41793, 1.06321)  0.126
H (1.23211, -1.07166, -1.49959)  0.124
H (2.91028, 0.06891, 0.42568)  0.157
H (1.27016, 0.08561, 1.29827)  0.097
H (-0.49217, 1.79420, 0.91785)  0.147
H (-0.65073, 1.90937, -1.07101)  0.119

Forces on the atoms, in the same order (eV/Å):
C -3.9 1.8 1.0
C -2.5 -6.5 1.6
C -1.2 -1.6 0.3
C 5.5 -0.5 4.4
N -1.5 4.3 -4.3
C -2.9 0.1 0.4
H 3.0 0.9 2.0
H -0.2 -0.1 -2.6
H 1.8 2.6 -0.5
H 2.0 0.8 -1.4
H 0.4 -0.8 -1.0
H -2.7 -0.2 -0.7
H 0.1 -0.8 1.8
H 1.4 -0.1 -2.6
H 0.7 0.2 1.6

Calculated values
- HOMO-LUMO gap: 9.9 eV
- E: -250.5066 Ha
- Energy relative to the best compared isomer or geometry (same formula, charge and spin): 420.9 kJ/mol
- Highest occupied orbital energy: -0.32248 Ha
- Structure (SMILES): C1C[C@@H]2CN2C1
- LUMO level: 1.09 eV

***

No. 2
C6H14N3O3 | the ωB97M-V functional and the def2-TZVPD basis

Last column: Löwdin spin population.
Atoms and positions in Å:
C (-3.00939, -0.76738, -0.57370)  0.528
C (2.74560, -0.47456, -0.60759)  0.001
C (0.41942, -1.01305, -0.09061)  0.005
C (1.28566, 1.29413, -0.36654)  0.020
C (-4.12204, 0.16463, -0.31914)  0.129
C (-1.14460, 0.88129, 0.22884)  0.597
N (1.58228, -1.40359, -0.83111)  -0.001
N (2.39247, 0.87033, -1.08933)  0.020
N (0.05742, 0.34472, -0.49567)  0.073
O (-2.48313, -1.67906, -0.96435)  0.300
O (-1.35639, 2.15218, -0.20319)  0.150
O (-0.73437, 0.91686, 1.60518)  0.105
H (2.77438, -0.37889, 0.44682)  0.000
H (3.61564, -0.90578, -1.00042)  0.000
H (-0.52650, -1.53187, -0.20008)  0.002
H (0.70485, -1.02917, 1.04241)  0.001
H (1.54969, 1.54717, 0.70459)  0.001
H (0.78194, 2.21804, -0.79198)  0.001
H (-4.12300, 0.26225, 0.70219)  0.005
H (-3.80635, 1.02641, -0.78405)  0.002
H (-5.02346, -0.18689, -0.89200)  0.039
H (1.29735, -1.63422, -1.77294)  0.000
H (2.46741, 1.06910, -2.12662)  0.000
H (-0.17908, 0.42248, -1.46227)  0.004
H (-1.26252, 2.63552, 0.60934)  0.008
H (-1.07732, 0.25641, 2.24474)  0.010

Forces on the atoms, in the same order (eV/Å):
C -1.9 5.8 4.3
C -3.3 0.1 -1.3
C 1.2 -0.8 2.0
C -1.0 3.4 -0.4
C -1.1 -3.6 -3.7
C 3.4 1.4 2.6
N -0.2 -0.5 0.6
N 1.1 -0.5 -1.2
N -0.5 1.4 1.5
O 2.1 -6.1 -3.6
O -0.4 -1.6 -0.3
O -1.1 0.0 -1.1
H 0.6 -0.1 1.2
H 1.2 -0.3 -0.7
H 0.5 -1.1 -0.3
H -0.7 0.4 -2.0
H -0.7 -1.0 -1.0
H 1.3 -0.7 0.4
H -0.8 0.4 2.4
H 0.6 2.4 -0.8
H 0.0 0.5 1.1
H 0.7 0.0 -0.3
H -0.4 -0.5 1.9
H -0.1 -0.5 -1.1
H -0.3 1.3 0.8
H -0.2 0.3 -1.0

Calculated values
- HOMO-LUMO gap (spin up / spin down): 6.3 / 7.9 eV
- ⟨S²⟩: 2.00
- E: -626.5402 Ha
- Net charge: +1
- Highest occupied orbital energy (spin up / spin down): -0.33210 / -0.48127 Ha
- LUMO level (spin up / spin down): -2.73 / -5.18 eV
- Spin multiplicity: 3

***

No. 3
C5H26N2O8 | the ωB97M-V functional and the def2-TZVPD basis

Last column: Löwdin charge in e.
Atoms and positions in Å:
C (-0.98797, 0.70477, 1.46479)  0.055
N (-0.67565, 0.64349, 0.23938)  -0.005
C (-0.26619, -0.55622, -0.39126)  -0.363
C (1.01620, -0.77159, -0.69027)  0.062
C (-1.36857, -1.48200, -0.81736)  -0.140
C (-1.81578, -2.42310, 0.33035)  -0.260
N (-0.80437, -3.37236, 0.75416)  0.010
H (-0.90364, -0.09467, 2.21590)  0.078
H (-1.29931, 1.68048, 1.84208)  0.094
H (1.31098, -1.65342, -1.24686)  0.085
H (1.81286, -0.12351, -0.35830)  0.057
H (-1.09339, -2.04795, -1.70747)  0.117
H (-2.25313, -0.90050, -1.11118)  0.115
H (-2.70644, -2.95151, -0.00930)  0.112
H (-2.10738, -1.79234, 1.16869)  0.091
H (-0.66310, -4.11224, 0.08096)  0.073
H (0.10422, -2.93748, 0.90799)  0.033
O (2.00669, -2.10505, 1.82525)  -0.081
H (2.47324, -1.26382, 1.58514)  0.016
H (2.66740, -2.59709, 2.31926)  0.064
O (0.28162, 3.36323, 0.39644)  -0.061
H (-0.14827, 2.58623, 0.80544)  -0.001
H (-0.10281, 3.37113, -0.49370)  0.041
O (-2.97255, 1.04471, -3.73475)  -0.081
H (-2.03259, 0.83267, -3.88858)  -0.002
H (-3.43555, 0.19495, -3.81341)  0.045
O (-0.28492, 0.69171, -3.40217)  -0.068
H (0.11791, -0.01848, -2.91063)  0.008
H (-0.45124, 1.36674, -2.69537)  0.032
O (-1.47787, 2.28710, -1.44135)  -0.102
H (-1.56310, 1.66584, -0.68454)  0.000
H (-2.28597, 2.21509, -1.99922)  0.058
O (2.94595, 2.68839, 0.64675)  -0.070
H (1.98695, 2.89649, 0.47803)  0.023
H (3.18434, 3.32650, 1.32755)  0.063
O (-0.31981, -1.82411, 3.33278)  -0.092
H (0.56707, -1.82588, 2.89380)  0.006
H (-0.72334, -2.63392, 3.04117)  0.007
O (3.53193, 0.15534, 1.36329)  -0.070
H (4.32799, -0.01085, 0.87892)  0.048
H (3.25057, 1.07449, 1.13066)  0.007

Forces on the atoms, in the same order (eV/Å):
C 0.3 -0.2 0.5
N -0.3 -1.0 1.2
C 0.6 -0.3 -0.5
C -0.3 0.0 0.1
C -0.8 0.1 0.2
C 0.5 0.3 -0.7
N 0.1 -0.1 0.4
H 0.0 0.0 -0.4
H -0.3 0.0 0.1
H -0.1 0.0 0.1
H -0.1 0.2 0.0
H 0.3 -0.1 0.1
H 0.2 0.1 0.0
H 0.0 -0.1 0.1
H -0.1 -0.1 0.2
H -0.1 0.0 -0.1
H -0.2 0.1 -0.1
O 0.3 0.4 -0.1
H -0.2 -0.3 0.1
H 0.0 -0.1 0.1
O 0.0 -0.3 0.4
H 0.5 0.8 -0.5
H -0.1 0.0 0.0
O -0.4 -0.4 0.0
H 0.0 -0.1 0.1
H 0.2 0.5 0.0
O -0.1 0.9 0.2
H 0.3 -0.5 0.2
H 0.0 -0.4 -0.5
O -1.2 0.6 -1.1
H 0.3 0.2 -0.6
H 0.6 0.0 0.4
O -0.7 0.2 0.1
H 0.5 0.0 0.0
H 0.1 0.0 0.0
O 0.8 0.8 0.1
H -0.6 -0.1 0.3
H -0.3 -0.7 -0.3
O -0.8 0.1 0.4
H 0.7 -0.1 -0.4
H 0.2 -0.1 0.0

Calculated values
- HOMO-LUMO gap: 9.8 eV
- E: -917.5244 Ha
- Energy relative to the best compared isomer or geometry (same formula, charge and spin): 184.9 kJ/mol
- Highest occupied orbital energy: -0.34480 Ha
- Structure (SMILES): C=NC(=C)CCN.O.O.O.O.O.O.O.O
- LUMO level: 0.38 eV

***

No. 4
C10H20Br10 | the ωB97M-V functional and the def2-TZVPD basis

Last column: Löwdin charge in e.
Atoms and positions in Å:
Br (10.90600, 15.10169, -21.06046)  0.554
C (9.19919, 15.07791, -22.09573)  -0.641
C (8.40196, 16.42048, -21.81487)  -0.681
Br (6.88287, 16.52480, -23.04807)  0.586
H (8.60331, 14.27452, -21.66261)  0.045
H (9.45818, 14.95995, -23.14793)  0.046
H (9.03321, 17.29441, -21.97562)  0.042
H (7.99835, 16.44453, -20.80263)  0.050
Br (4.15195, 12.10026, -22.50971)  0.546
C (2.48442, 11.93109, -23.59831)  -0.646
C (2.41066, 13.13779, -24.62067)  -0.675
Br (0.65800, 13.08296, -25.50885)  0.588
H (1.65830, 11.93144, -22.88723)  0.041
H (2.45499, 10.99374, -24.15385)  0.052
H (3.21340, 13.08364, -25.35605)  0.051
H (2.46423, 14.15811, -24.24093)  0.041
Br (15.37628, 7.80564, -21.80644)  0.610
C (13.59023, 8.41033, -22.31208)  -0.722
C (13.67063, 9.04495, -23.69916)  -0.662
Br (11.84839, 9.72854, -24.12161)  0.567
H (13.19581, 9.14317, -21.60819)  0.050
H (12.93414, 7.54363, -22.23158)  0.051
H (13.92845, 8.35397, -24.50177)  0.054
H (14.31587, 9.92262, -23.66131)  0.051
Br (7.03785, 7.63793, -19.60093)  0.672
C (7.43860, 9.00652, -18.33330)  -0.680
C (8.89950, 9.29852, -18.79256)  -0.695
Br (9.87087, 10.36805, -17.38634)  0.526
H (7.36520, 8.60350, -17.32320)  0.051
H (6.70614, 9.79961, -18.48369)  0.058
H (8.92690, 9.79991, -19.76001)  0.052
H (9.41596, 8.34310, -18.88494)  0.017
Br (8.53708, 6.82638, -13.58605)  0.578
C (10.27753, 6.18425, -14.29633)  -0.700
C (10.01137, 5.22102, -15.43988)  -0.679
Br (11.74325, 5.09524, -16.39393)  0.603
H (10.84082, 5.66242, -13.52271)  0.059
H (10.92693, 6.96344, -14.69538)  0.032
H (9.24788, 5.52826, -16.15459)  0.043
H (9.64169, 4.26255, -15.07551)  0.063

Forces on the atoms, in the same order (eV/Å):
Br -0.8 0.0 -0.5
C -0.6 1.5 1.1
C 1.0 -1.0 -0.4
Br 0.3 0.0 0.2
H 0.3 -0.2 -0.5
H -0.1 -0.1 0.3
H -0.2 -0.1 -0.1
H 0.1 -0.1 -0.2
Br -0.8 -0.2 -0.7
C 0.1 1.6 -0.6
C 0.0 -0.7 0.6
Br 0.4 -0.2 0.0
H 0.2 0.2 -0.1
H 0.4 0.1 0.2
H -0.3 -0.4 -0.1
H -0.1 -0.4 0.7
Br -0.2 0.2 0.1
C -0.3 0.1 -0.3
C -0.7 0.0 0.5
Br 0.5 -0.2 0.0
H 0.5 0.0 0.1
H 0.2 0.0 -0.4
H 0.1 0.2 0.2
H -0.1 -0.2 -0.2
Br -1.0 -1.0 -0.5
C 1.3 0.3 -0.4
C -0.6 0.3 1.3
Br -0.5 -0.4 -0.9
H 0.2 0.0 -0.2
H 0.4 0.1 0.1
H 0.1 0.2 0.3
H 0.2 0.3 0.3
Br 1.0 -0.2 -0.2
C -0.1 -0.4 -0.5
C -0.2 -0.1 0.0
Br -0.7 -0.4 0.2
H -0.4 0.2 0.2
H -0.6 0.6 0.4
H 0.4 0.5 0.0
H 0.6 -0.2 -0.1

Calculated values
- HOMO-LUMO gap: 10.4 eV
- E: -26133.1430 Ha
- Energy relative to the best compared isomer or geometry (same formula, charge and spin): 122.0 kJ/mol
- Highest occupied orbital energy: -0.37796 Ha
- LUMO level: 0.12 eV